The following is a quantum chemistry calculation of a structure of composition C4H8N2O in a non-equilibrium geometry, from the OMol25 dataset.

XYZ file:
```
15
Properties=species:S:1:pos:R:3:forces:R:3
C 0.50776 -0.15683 0.46596 -0.8 2.2 -0.9
C 0.41054 -1.26599 1.47935 -0.1 0.3 0.1
C -0.24732 -0.39717 -0.81297 -1.8 -0.7 1.5
N 1.85056 0.26755 0.21596 0.7 -0.2 0.1
C -1.79129 1.27991 -1.60118 0.4 -0.7 0.5
N -0.67744 0.91178 -1.10822 -0.2 0.8 -3.1
O -0.69526 -1.43568 -1.23387 0.5 0.4 -0.6
H -0.21660 0.97051 0.41253 1.6 -2.4 2.4
H 2.31633 0.57447 1.06178 -0.1 0.0 -0.1
H 1.90283 0.99922 -0.48364 -0.1 0.0 0.1
H -0.62569 -1.55125 1.64483 0.0 0.0 0.1
H 0.86584 -0.96347 2.42268 -0.1 0.0 0.0
H 0.94443 -2.14336 1.11386 0.0 0.1 -0.1
H -1.88434 2.28639 -1.98765 -0.1 0.2 0.2
H -2.66036 0.62393 -1.58943 -0.1 -0.1 -0.3
```
Forces are in eV/Å.

Output
Energy relative to the best compared isomer or geometry (same formula, charge and spin), kJ/mol: 346.9
Multiplicity: 1
Energy, eV: -9302.7976